1.
{
  "formula": "C18H25N2Ru",
  "method": "ωB97M-V with the def2-TZVPD basis set",
  "symbols": ["H", "C", "H", "H", "H", "C", "H", "H", "H", "C", "Ru", "H", "C", "H", "H", "H", "C", "H", "C", "C", "C", "H", "H", "C", "H", "H", "H", "C", "C", "C", "N", "H", "H", "H", "C", "C", "H", "H", "C", "N", "H", "H", "C", "H", "C", "C"],
  "xyz": [[-2.18620, -0.88740, 2.19160], [-2.59430, 1.69720, 0.93740], [0.92530, 2.47510, -2.06750], [1.73380, 1.34290, 2.34320], [-2.23820, 4.75220, 1.73830], [1.91470, 0.89000, 1.38410], [-0.73040, 2.97660, -1.76480], [2.68210, -1.56680, -0.72580], [0.44130, -3.12310, -0.41850], [-0.58670, -2.10980, 1.27250], [0.00000, 0.00000, 0.00000], [0.97570, 3.51230, 1.69870], [1.99540, 1.56400, 0.13770], [1.85490, 2.61700, -0.02590], [0.01430, -2.38750, 2.12160], [-4.14050, 3.06130, 1.67710], [-2.05810, 0.84460, -2.47300], [2.48530, 0.82240, -1.89190], [-1.02340, 3.13320, 1.00150], [-0.36460, -2.50070, -0.06650], [2.18690, -0.47260, 1.14870], [2.21030, -1.25010, 1.89280], [-3.23910, 0.86830, 0.90120], [-1.38250, -1.93880, -0.86080], [-2.63710, 1.12660, -1.59630], [0.16390, -1.01480, -3.10560], [-0.20010, 2.64050, -3.40310], [-2.22930, -1.18840, -0.01720], [-0.55290, 0.85210, -2.21710], [-0.10970, 2.30480, -2.35780], [-2.14140, 3.76190, 1.41990], [-1.49090, -2.06100, -1.92230], [0.55180, 4.15440, -0.02300], [-2.42580, -0.12120, -2.81400], [0.22310, 3.94980, 1.01410], [-3.11710, 2.87290, 1.37930], [-3.09620, -0.63100, -0.32140], [0.02240, 4.95950, 1.43150], [0.09810, 0.04820, -3.33790], [-1.25420, 1.79720, 0.67710], [-2.31380, 1.56540, -3.26520], [1.10750, 0.38200, -3.57470], [-1.74120, -1.30610, 1.30670], [-0.48390, 0.12880, -4.26970], [2.33470, 0.61880, -0.84880], [2.44070, -0.64020, -0.23250]],
  "forces_ev_per_angstrom": [[-0.02, 0.11, 0.09], [-0.98, 0.93, 0.59], [0.02, -0.03, -0.10], [-0.11, 0.01, 0.11], [0.44, -1.44, -0.55], [0.14, 0.22, -0.28], [-0.06, -0.01, 0.05], [0.06, -0.05, 0.00], [0.01, -0.06, -0.01], [0.17, 0.01, 0.12], [-0.23, 0.47, -1.76], [-0.14, 0.19, -0.83], [-0.05, 0.05, 0.43], [0.17, -0.18, -0.03], [-0.01, -0.05, 0.04], [0.24, 0.11, -0.06], [-0.45, -0.34, 0.63], [0.07, 0.02, -0.13], [0.95, -0.63, -0.11], [0.32, -0.07, -0.03], [-0.07, -0.16, 0.11], [0.05, -0.02, 0.04], [0.04, -1.11, -0.34], [0.39, 0.32, -0.13], [-0.03, 0.16, -0.01], [-0.03, -0.06, -0.07], [-0.10, -0.38, 0.16], [0.05, 0.13, 0.42], [-0.34, 0.61, -1.43], [0.38, 0.36, 0.74], [1.19, 1.25, 0.05], [-0.06, -0.06, -0.12], [0.32, -0.37, 0.65], [0.05, -0.13, 0.08], [0.30, 0.58, 0.09], [-2.39, -1.60, 0.07], [-0.06, -0.19, -0.13], [-0.17, -0.65, -0.17], [0.56, -0.68, 0.25], [-0.16, 3.25, 1.16], [0.32, -0.11, 0.16], [0.04, 0.04, 0.12], [-0.20, -0.06, -0.14], [-0.02, 0.15, 0.36], [-0.48, -0.18, -0.17], [-0.11, -0.36, 0.06]],
  "mulliken_spin": [0.00, 0.01, 0.00, 0.01, 0.00, 0.17, 0.00, 0.01, 0.01, 0.11, 3.11, 0.00, 0.09, 0.00, 0.01, 0.00, -0.01, 0.01, 0.01, 0.13, 0.08, 0.01, 0.00, 0.11, 0.00, 0.00, -0.01, 0.10, -0.29, -0.03, 0.01, 0.01, 0.00, 0.00, 0.00, 0.00, -0.01, 0.00, -0.03, 0.06, -0.01, 0.00, 0.15, 0.00, 0.09, 0.14],
  "charge": 1,
  "gap_ev": [6.40, 7.64],
  "s2": 6.22,
  "energy_ev": -24623.4863,
  "fmax_ev_per_a": 3.46,
  "lumo_ev": [-4.17, -4.40],
  "spin_multiplicity": 5
}



2.
{
  "formula": "C18H25N2Tc",
  "method": "ωB97M-V with the def2-TZVPD basis set",
  "symbols": ["N", "H", "N", "C", "H", "H", "H", "H", "H", "H", "H", "H", "H", "H", "C", "C", "C", "C", "H", "C", "H", "H", "C", "H", "C", "C", "C", "C", "H", "H", "H", "H", "C", "H", "H", "C", "H", "Tc", "C", "H", "C", "C", "C", "H", "H", "C"],
  "xyz": [[-0.38615, 0.23688, 3.00819], [-0.31008, -1.51660, -1.98184], [-0.49793, 1.04319, 5.05797], [0.16133, 1.80373, -4.05877], [2.24574, 1.34132, 3.54287], [0.15501, 2.33282, -5.02970], [-2.35503, 0.47337, -5.08423], [-3.03070, -0.99391, 1.38035], [1.20678, 1.77019, -3.72157], [-2.24841, -0.00768, 5.72053], [1.67767, -0.84703, -1.76991], [1.44981, -0.56260, -4.29178], [-0.41184, 2.42580, -3.35636], [2.37254, -2.25733, 0.46345], [-0.22923, -2.38290, 0.09985], [-0.70103, -1.53043, -0.97103], [-1.07783, -2.13838, 1.23093], [1.37681, 1.92841, 3.83944], [0.01651, -1.62884, -4.34045], [-1.54167, 0.16714, 4.93961], [1.55967, 2.33413, 4.83981], [2.49066, -0.54496, 2.52660], [2.03927, 1.04410, 0.96112], [-2.67769, -0.50801, -1.27071], [2.23330, -0.28446, 1.50524], [1.69792, 0.93346, -0.41504], [-1.47997, -0.32516, 3.67454], [1.74593, -0.45475, -0.76336], [-0.25072, 1.58630, 5.87682], [2.16194, 1.97540, 1.49245], [-2.32219, 1.03057, -3.40597], [0.56128, -3.11860, 0.06099], [-1.87903, 0.30288, -4.10100], [1.24947, 2.75720, 3.14047], [0.46752, -0.67506, -5.75691], [-0.41858, 0.45794, -4.17043], [-0.95261, -2.61151, 2.20159], [0.20546, -0.44246, 0.73133], [0.19121, 1.06544, 3.89262], [1.46838, 1.75809, -1.08892], [-1.99186, -1.01504, -0.59379], [2.13676, -1.20424, 0.41263], [0.41397, -0.65157, -4.65264], [-2.17085, -0.70594, -3.77845], [-2.15429, -1.03289, 3.23706], [-2.19724, -1.32804, 0.76638]],
  "forces_ev_per_angstrom": [[-0.20, 0.54, 0.89], [-0.13, 0.05, 0.26], [-0.03, -0.15, -0.05], [0.21, 0.60, 0.10], [0.08, 0.26, 0.13], [0.06, -0.01, 0.17], [-0.01, -0.06, 0.17], [0.18, -0.14, -0.34], [-0.12, 0.05, -0.13], [-0.13, -0.06, 0.26], [-0.12, 0.06, 0.25], [-0.15, -0.05, -0.15], [0.12, -0.05, -0.17], [-0.02, 0.18, -0.07], [-0.97, -0.66, -0.02], [-0.81, -1.25, 0.11], [-0.84, -0.28, -0.67], [0.62, 0.22, -0.24], [0.07, 0.14, -0.13], [-0.13, -0.04, -0.35], [0.05, -0.01, -0.27], [0.02, 0.08, -0.27], [-0.08, -0.27, -0.24], [0.32, 0.16, 0.40], [0.81, 0.86, -0.54], [0.34, 0.14, 0.82], [0.61, 0.65, 0.42], [0.97, 0.21, 0.19], [-0.14, -0.21, -0.22], [-0.18, -0.16, -0.17], [0.02, -0.12, -0.18], [-0.21, 0.11, -0.11], [-0.63, -0.01, 0.06], [0.02, -0.03, 0.14], [0.05, -0.07, 0.16], [0.03, -0.08, 0.50], [-0.19, 0.10, -0.28], [0.00, 0.25, -1.49], [-1.30, -0.75, 0.17], [0.04, -0.30, 0.26], [0.54, 0.32, 1.14], [0.66, 0.40, -0.02], [0.39, -0.52, -0.19], [0.01, 0.11, -0.13], [0.08, 0.01, -0.06], [0.09, -0.22, -0.08]],
  "mulliken_spin": [0.03, 0.02, 0.01, 0.01, 0.00, 0.05, 0.04, 0.02, 0.01, 0.00, 0.00, 0.01, 0.01, 0.00, -0.09, 0.12, 0.03, 0.00, 0.01, 0.00, 0.00, 0.01, 0.03, -0.01, 0.10, 0.01, 0.00, -0.06, 0.00, 0.01, 0.01, 0.00, 0.02, 0.00, 0.04, 0.76, 0.02, 1.82, -0.01, -0.02, -0.10, -0.05, 0.02, 0.01, 0.00, 0.11],
  "charge": 1,
  "gap_ev": [6.68, 7.14],
  "s2": 3.77,
  "de_lowest_ev": 0.0000,
  "energy_ev": -24241.0716,
  "fmax_ev_per_a": 1.51,
  "lumo_ev": [-2.69, -4.09],
  "spin_multiplicity": 4
}



3.
{
  "formula": "C18H25N3O3",
  "method": "ωB97M-V with the def2-TZVPD basis set",
  "symbols": ["H", "H", "C", "H", "C", "H", "N", "C", "C", "C", "H", "C", "H", "H", "O", "C", "H", "C", "H", "H", "C", "H", "C", "N", "O", "H", "H", "H", "H", "H", "H", "N", "H", "C", "H", "H", "H", "C", "C", "O", "C", "C", "H", "H", "C", "C", "H", "C", "H"],
  "xyz": [[3.68462, -3.20585, 1.31163], [-3.03674, 2.15432, 1.74757], [5.43317, 2.23595, -0.79022], [-4.59723, 0.50934, 1.43888], [2.90111, -0.33245, -0.29979], [-3.69686, 0.16069, -0.77663], [0.28502, 0.32511, 0.70001], [3.81538, -2.22263, 0.88646], [-2.68404, 2.33373, 0.73301], [-2.45190, -3.71003, -1.35485], [6.19802, 1.67085, -1.33263], [-2.01400, 1.04485, 0.21055], [0.14023, 1.23760, -2.39877], [-1.64931, -3.46889, -2.04885], [-2.22729, 1.76965, -2.06512], [-3.04674, -0.12149, 0.05921], [-3.66904, -2.01320, -1.86778], [5.03812, -1.58577, 0.95778], [-2.01429, -4.17225, -0.47245], [-1.50141, -1.20645, -1.00574], [-1.51081, 1.33438, -1.19581], [0.98210, 0.00839, 1.36636], [-3.22584, -2.45421, -0.97229], [-0.19602, 1.05820, -1.45955], [4.20115, 1.55922, -0.77733], [5.78882, 2.44732, 0.22407], [-1.36122, 3.73858, -0.25881], [-4.03893, -2.72817, -0.29862], [-3.27268, -0.38650, 2.19347], [-0.85125, 3.29202, 1.37558], [-2.20743, 4.39253, 1.14120], [1.89257, 0.27949, -1.02898], [5.24643, 3.17585, -1.30729], [5.20679, -0.32346, 0.40666], [5.87448, -2.06665, 1.44180], [-3.10935, -4.43386, -1.83013], [-4.47864, -1.22844, 1.22036], [0.72984, 0.51875, -0.59640], [-3.90005, -0.31316, 1.30882], [-1.15652, 0.52207, 2.39445], [4.15209, 0.31390, -0.22786], [-1.71203, 3.50934, 0.74538], [6.17198, 0.15281, 0.47572], [1.79457, -2.09261, 0.17926], [-2.31536, -1.42208, -0.30820], [2.74997, -1.59379, 0.26425], [-3.53309, 2.56595, 0.08939], [-0.95298, 0.62546, 1.20772], [-1.87534, -1.85441, 0.59450]],
  "forces_ev_per_angstrom": [[0.00, -0.09, 0.04], [-0.06, -0.07, -0.07], [0.22, 0.11, 0.02], [-0.09, 0.06, 0.08], [0.14, -0.03, 0.28], [0.12, 0.05, 0.04], [0.52, -0.14, 0.01], [0.11, -0.10, 0.15], [0.23, 0.05, -0.03], [-0.21, 0.13, 0.02], [-0.02, 0.01, 0.03], [-0.70, 0.24, 0.07], [-0.05, -0.05, 0.13], [0.11, -0.02, -0.07], [-0.19, 0.09, -0.05], [0.17, -0.18, 0.12], [-0.08, 0.04, 0.01], [-0.06, -0.12, 0.02], [0.08, -0.09, 0.07], [0.09, -0.07, 0.00], [0.23, -0.14, 0.12], [-0.13, 0.04, -0.05], [0.30, -0.04, 0.08], [0.01, 0.16, -0.33], [-0.26, -0.38, 0.05], [-0.01, -0.02, -0.05], [0.05, 0.09, -0.08], [-0.08, 0.05, -0.02], [-0.03, -0.02, 0.08], [0.11, 0.05, 0.08], [0.05, 0.11, 0.02], [-0.37, 0.22, -0.63], [0.06, -0.05, 0.04], [0.10, 0.23, -0.11], [0.07, -0.04, 0.04], [0.01, -0.13, -0.06], [-0.11, -0.07, -0.01], [0.32, -0.10, 0.30], [0.05, 0.04, -0.12], [-0.07, 0.05, 0.13], [-0.17, 0.06, 0.09], [-0.19, -0.10, 0.02], [0.07, 0.08, -0.01], [-0.09, -0.04, -0.04], [-0.45, 0.06, -0.19], [0.06, 0.17, -0.09], [-0.04, -0.10, 0.03], [0.08, 0.05, -0.19], [0.11, -0.02, 0.04]],
  "lowdin_charge": [0.10, 0.12, -0.09, 0.08, -0.22, 0.15, 0.23, -0.10, -0.17, -0.11, 0.10, -0.26, 0.17, 0.07, 0.11, -0.28, 0.12, -0.09, 0.07, 0.11, -0.43, 0.16, -0.25, 0.21, -0.08, 0.10, 0.08, 0.10, 0.08, 0.08, 0.08, 0.18, 0.09, -0.02, 0.10, 0.07, 0.07, -0.34, -0.04, 0.11, -0.22, -0.07, 0.10, 0.11, -0.18, -0.04, 0.13, -0.42, 0.13],
  "charge": 0,
  "gap_ev": 8.98,
  "de_lowest_ev": 0.9414,
  "smiles": "CCC[C@@H](C)C1(CC)C(=O)NC(=Nc2ccccc2OC)NC1=O",
  "energy_ev": -29686.0373,
  "fmax_ev_per_a": 0.76,
  "lumo_ev": 0.74
}



4.
{
  "formula": "C18H25N3O5",
  "method": "ωB97M-V with the def2-TZVPD basis set",
  "symbols": ["H", "N", "C", "O", "H", "N", "H", "C", "C", "C", "H", "H", "H", "H", "H", "C", "H", "C", "N", "H", "C", "C", "C", "C", "H", "H", "H", "C", "H", "H", "C", "H", "H", "C", "H", "O", "O", "H", "C", "C", "O", "H", "C", "C", "O", "H", "H", "H", "H", "C", "H"],
  "xyz": [[1.10077, 1.68239, -1.19555], [0.16053, -1.66876, -4.75265], [-0.03338, 1.17815, 3.17162], [-1.74015, 0.09626, -6.47251], [-0.66483, 0.38755, -3.97546], [-0.08495, -1.18760, -1.69419], [1.24634, 0.22558, -4.37590], [0.88219, -2.32781, -3.79052], [0.09086, -2.49316, -2.39275], [3.30237, 1.03428, 4.29291], [-0.87308, -2.90861, -2.42443], [-4.13698, 1.19303, 6.90577], [-1.85077, -1.74794, -4.56356], [-0.78026, -0.57037, -1.84608], [1.79637, -1.83399, -3.61235], [-1.36316, -1.30761, -6.64027], [3.53694, 0.24515, 4.97818], [-1.54446, 1.14694, 5.06562], [-0.90309, 1.16303, 1.07510], [0.92148, -3.54108, -4.13371], [0.92891, 0.93904, 4.13840], [-1.29834, 1.18812, 3.78128], [-1.21385, -2.09283, -5.17747], [0.98235, -0.69285, -1.01013], [0.40275, 0.34416, -6.71192], [-0.38363, 1.26333, 6.97442], [-0.54587, 1.68045, -5.88993], [1.43069, 0.83463, 1.05944], [-2.23707, 1.07995, 3.06110], [1.81708, -0.12862, 1.13714], [0.25590, 0.15055, -4.70927], [-1.15314, -3.15676, -5.44713], [-2.57000, 2.14598, 7.36162], [0.23355, 0.98541, 1.79342], [1.97969, 1.59116, 1.25193], [-0.85674, 1.11406, -0.38391], [1.94978, -1.15624, -1.03430], [-2.53813, -1.48138, -6.93060], [-0.55859, 1.29994, 5.88810], [-3.05116, 1.11106, 6.91326], [-2.71354, 1.14201, 5.40049], [3.40682, 1.89446, 4.77867], [0.78454, 1.08336, 5.45477], [-0.28915, 0.55366, -6.08701], [2.25260, 1.04807, 3.52947], [4.22382, 0.98539, 3.39581], [1.57174, 1.07499, 5.93698], [0.63645, -2.97494, -1.80323], [-2.58113, 0.29576, 7.59472], [0.81641, 0.74347, -0.49954], [-0.74548, -1.63080, -7.38584]],
  "forces_ev_per_angstrom": [[-0.12, -2.76, 1.34], [-0.84, 4.29, -2.63], [-1.45, -1.81, 3.46], [6.94, -0.73, 1.13], [2.69, -0.15, -1.02], [2.01, -2.52, 0.53], [1.21, 0.94, 0.13], [-3.14, -4.49, 1.84], [-2.29, 6.31, -4.52], [6.15, -2.24, -3.27], [-1.17, -0.83, -0.70], [0.29, -0.35, 0.19], [-5.39, 1.86, 4.37], [-3.08, 1.88, -0.59], [1.36, 0.00, 0.20], [-9.56, -0.80, 3.86], [-0.47, -1.15, 0.31], [3.06, 0.83, -0.19], [0.91, -0.26, 0.12], [0.70, 2.98, 0.68], [3.96, 2.03, -3.26], [-1.27, -0.60, -8.48], [7.79, 0.05, -7.09], [-15.05, 8.46, -2.16], [3.99, -1.23, -5.28], [-1.98, 0.38, -0.16], [1.19, -1.64, -1.07], [-4.33, -4.18, -5.48], [2.12, 0.51, 1.65], [1.52, -1.28, 0.73], [-6.44, -5.34, 0.70], [-0.49, 0.17, 0.60], [-1.38, -2.47, -1.14], [-6.86, 1.44, -3.55], [4.57, 4.80, 0.78], [5.22, -1.07, 3.67], [16.84, -8.07, 0.99], [2.77, -1.41, 0.01], [8.14, -1.10, 5.19], [2.33, 2.61, -0.25], [-9.75, -1.02, 5.63], [0.77, 3.93, 2.32], [-8.54, 0.34, -4.79], [-6.32, 5.34, 6.06], [-5.47, -1.58, -1.30], [-1.95, 0.19, 2.91], [7.04, 0.06, 5.60], [4.58, -4.58, 4.90], [-0.90, 0.90, -1.92], [-2.01, 3.54, 0.74], [2.10, -0.18, -1.82]],
  "lowdin_charge": [0.18, -0.17, -0.08, -0.15, 0.14, 0.11, 0.08, -0.22, -0.09, -0.19, 0.10, 0.07, 0.03, 0.06, 0.09, -0.17, 0.09, -0.54, 0.10, 0.17, -0.14, 0.07, -0.10, -0.63, 0.04, 0.13, 0.15, -0.02, 0.18, 0.11, 0.01, 0.12, 0.13, -0.21, 0.06, -0.14, 0.22, 0.16, 0.00, 0.02, -0.01, 0.04, 0.02, -0.16, -0.13, 0.18, 0.03, 0.02, 0.11, 0.04, 0.07],
  "charge": 0,
  "gap_ev": 8.15,
  "de_lowest_ev": 19.3180,
  "smiles": "COc1ccc(OC)c(C2=NO[C@H](C(=O)NCCN3CCOCC3)C2)c1",
  "energy_ev": -33762.1537,
  "fmax_ev_per_a": 18.70,
  "lumo_ev": 0.38
}